Formula: C30H57BrCl12F5N2O9P2
Source: the Open Molecules 2025 dataset
Level of theory: the ωB97M-V functional and the def2-TZVPD basis

Element x y z (Å)
1 C -1.368 -1.287 -6.036
2 C -0.375 -2.404 -5.697
3 O 0.188 -2.322 -4.375
4 C 0.510 -1.038 -4.013
5 O 1.483 -0.543 -4.447
6 C -0.485 -0.383 -3.075
7 C 0.163 0.515 -1.978
8 C 0.429 -0.298 -0.684
9 N 0.146 0.218 0.702
10 C 0.473 -0.957 1.632
11 O 1.101 -2.054 0.977
12 C 1.874 -2.739 1.939
13 O 2.154 -3.998 1.419
14 C 2.980 -4.717 2.319
15 C 2.175 -5.343 3.479
16 O 2.234 -4.493 4.638
17 C -1.335 0.366 0.894
18 C -2.204 1.270 -0.015
19 C -3.149 0.432 -0.923
20 C -4.267 -0.281 -0.113
21 C -4.456 -1.694 -0.706
22 N -5.080 -1.630 -2.024
23 C -1.773 0.656 2.344
24 C -1.010 1.888 2.902
25 C -1.154 1.783 4.454
26 C -2.615 1.489 4.922
27 C -2.821 0.057 5.467
28 O -3.479 -0.814 4.539
29 C 0.507 1.910 2.597
30 P 1.192 3.474 3.440
31 O 2.286 4.219 2.456
32 Br -0.416 5.116 3.531
33 C 0.962 1.490 1.118
34 P 0.605 3.009 0.195
35 O 1.118 3.259 -1.322
36 O -0.744 3.827 0.553
37 C 2.494 1.279 1.133
38 F 2.869 -0.032 0.978
39 F 3.032 1.533 2.332
40 C 3.463 1.957 0.093
41 F 3.262 1.520 -1.122
42 F 3.615 3.245 0.148
43 F 4.684 1.481 0.410
44 H -0.796 -0.415 -6.358
45 H -1.999 -1.561 -6.881
46 H -2.038 -1.038 -5.215
47 H -0.878 -3.355 -5.844
48 H 0.451 -2.363 -6.412
49 H -1.107 -1.178 -2.662
50 H -1.112 0.261 -3.690
51 H -0.444 1.414 -1.939
52 H 1.086 0.852 -2.452
53 H 1.446 -0.637 -0.827
54 H -0.225 -1.157 -0.808
55 H 1.173 -0.677 2.421
56 H -0.390 -1.445 2.080
57 H 1.269 -2.864 2.852
58 H 2.831 -2.237 2.141
59 H 3.754 -4.093 2.785
60 H 3.494 -5.522 1.798
61 H 1.148 -5.420 3.117
62 H 2.580 -6.318 3.745
63 H 1.331 -4.217 4.825
64 H -1.754 -0.623 0.697
65 H -1.735 1.994 -0.679
66 H -2.902 1.883 0.553
67 H -2.606 -0.304 -1.511
68 H -3.633 1.158 -1.580
69 H -3.944 -0.456 0.915
70 H -5.220 0.244 -0.167
71 H -3.441 -2.100 -0.845
72 H -4.954 -2.372 -0.008
73 H -5.734 -2.380 -2.189
74 H -5.491 -0.726 -2.204
75 H -1.580 -0.167 3.036
76 H -2.845 0.772 2.371
77 H -1.588 2.765 2.612
78 H -0.868 2.699 4.967
79 H -0.541 0.956 4.819
80 H -2.805 2.136 5.780
81 H -3.368 1.757 4.180
82 H -1.878 -0.353 5.854
83 H -3.480 0.144 6.337
84 H -2.891 -1.569 4.420
85 H 0.919 1.154 3.268
86 H 2.513 5.026 2.952
87 H 1.422 4.163 -1.475
88 H -0.632 4.786 0.505
89 C -1.580 2.585 -7.125
90 Cl -2.959 1.477 -7.004
91 Cl -0.530 2.165 -8.482
92 H -1.946 3.602 -7.266
93 H -1.004 2.525 -6.207
94 C 6.819 1.753 -1.941
95 Cl 7.373 3.309 -2.573
96 Cl 8.021 0.486 -2.204
97 H 6.637 1.855 -0.879
98 H 5.906 1.475 -2.451
99 C -1.898 -7.180 3.021
100 Cl -0.988 -6.259 1.817
101 Cl -2.309 -6.182 4.423
102 H -2.814 -7.539 2.566
103 H -1.292 -8.015 3.352
104 C -0.753 6.507 -6.181
105 Cl -0.506 5.375 -4.838
106 Cl -1.517 5.718 -7.564
107 H -1.392 7.314 -5.843
108 H 0.210 6.896 -6.490
109 C 0.343 -1.273 8.044
110 Cl 1.091 -0.086 6.965
111 Cl -1.173 -1.897 7.377
112 H 1.030 -2.100 8.182
113 H 0.134 -0.797 8.995
114 C 4.586 0.113 -5.586
115 Cl 4.693 -0.039 -7.342
116 Cl 6.026 0.879 -4.906
117 H 3.722 0.718 -5.339
118 H 4.480 -0.876 -5.155

Atomic forces in eV per Å
0.550 -0.036 -0.088
-0.154 0.175 -1.061
-1.051 0.128 0.427
-1.276 -1.499 0.163
1.827 1.548 -0.405
0.351 -0.076 0.679
-0.237 0.333 -0.899
-0.424 0.148 -2.135
0.686 -1.766 0.538
1.394 -2.192 0.363
0.085 0.726 -0.249
-0.048 -0.923 -0.022
0.153 0.296 -0.229
0.089 -0.923 1.048
0.235 0.805 -0.350
-0.380 -0.008 -0.199
-2.711 0.393 0.483
-0.510 0.064 -1.369
-0.499 0.685 0.827
0.783 -1.363 -0.748
0.308 0.223 -0.150
0.278 -0.011 0.131
2.303 0.172 0.026
-1.211 -0.763 1.224
-1.053 0.027 -0.264
0.641 -0.202 0.561
-0.634 0.816 0.111
0.774 -0.166 -0.045
-0.773 0.211 -1.141
0.891 0.405 1.006
-0.790 -0.221 0.436
0.071 -0.286 -0.418
-2.423 1.084 -0.303
3.333 3.649 1.793
-1.434 -1.348 -1.077
-1.339 -1.324 -0.934
1.793 -0.805 -0.554
-1.074 -0.368 -0.620
-0.469 1.041 0.699
1.759 -0.788 0.877
-1.089 -0.023 -1.180
-0.784 1.191 -0.215
0.272 -0.410 0.571
-0.255 0.228 0.187
0.119 -0.158 -0.028
0.005 -0.039 0.046
0.237 -0.252 0.641
-0.036 -0.043 0.014
-0.100 0.128 -0.046
-0.064 -0.136 -0.154
0.002 -0.156 0.488
0.205 0.081 0.450
0.128 -0.135 0.893
0.147 -0.229 0.523
-0.400 0.718 -0.003
-0.498 0.930 -0.050
0.173 0.272 0.121
-0.245 0.367 0.131
-0.035 0.182 -0.250
-0.192 0.157 -0.489
0.066 -0.352 0.182
-0.058 -0.039 -0.028
0.159 -0.064 0.228
0.587 -0.235 -0.229
0.458 -0.157 0.339
0.405 0.074 0.508
0.023 0.123 -0.105
0.194 -0.191 -0.331
-0.263 0.352 0.164
0.088 0.211 0.357
-0.082 -0.142 0.216
-0.274 0.179 -0.062
-0.095 0.160 -0.075
-0.295 -0.183 -0.019
0.108 -0.155 -0.301
-0.120 0.233 -0.116
0.609 0.239 -0.357
0.382 -0.051 -0.178
0.236 0.132 -0.021
-0.018 0.126 -0.083
-0.027 -0.123 -0.020
-0.420 0.276 -0.588
-0.009 -0.122 -0.026
-0.344 -0.088 -0.057
0.221 0.077 -0.082
0.307 -0.121 -0.222
0.215 -0.119 0.440
0.393 -0.176 0.348
-0.096 0.025 0.009
-0.122 0.121 0.060
0.039 0.042 0.044
0.000 -0.771 0.070
0.012 -0.073 -0.036
0.042 0.025 0.237
-0.097 0.046 0.008
-0.034 -0.029 0.128
0.202 0.024 0.008
0.048 0.005 -0.078
-0.037 -0.095 0.018
-0.064 -0.031 -0.139
-0.006 -0.026 0.027
-0.012 0.108 -0.003
0.056 0.083 0.030
0.001 0.136 -0.074
0.025 0.006 0.062
0.120 0.803 -0.131
-0.063 -0.097 0.035
0.022 -0.126 -0.004
0.061 -0.101 0.114
0.043 0.022 0.008
0.266 -0.481 0.455
-0.011 0.005 -0.108
-0.066 0.067 -0.075
-0.171 -0.034 -0.001
-0.054 -0.019 0.018
-0.047 -0.042 -0.235
0.023 0.017 -0.064
0.074 -0.003 -0.048

Summary:
molecular weight = 1252.07 g/mol
calculated total energy = -11241.905889 Ha
LUMO level = -2.805 eV
Kohn-Sham gap = 7.6 eV
charge = +1